Computed, not measured: one molecule with the formula C5H8O2, with wB97M-V/def2-TZVPD.

```
15
Properties=species:S:1:pos:R:3
C 1.446 0.726 -0.320
C 0.376 -0.140 0.303
O 0.670 -0.674 1.577
C -0.963 0.719 0.413
C -1.635 -0.355 -0.417
O -0.932 -0.472 -1.658
C -0.422 -1.155 -0.528
H 1.194 1.003 -1.345
H 1.606 1.658 0.235
H 2.382 0.187 -0.325
H 1.555 -1.061 1.583
H -1.237 0.708 1.465
H -1.056 1.748 0.021
H -2.671 -0.660 -0.428
H -0.311 -2.231 -0.578
```

Calculated values
- HOMO energy: -9.83 eV
- SMILES: C[C@@]1(O)C[C@H]2O[C@H]21
- 2S+1: 1
- Maximum force: 0.038 hartree/bohr
- Orbital gap: 10.75 eV
- Electronic energy: -345.7149 Eh
- Energy relative to the best compared isomer or geometry (same formula, charge and spin): 56.5 kcal per mole

From a Mulliken analysis of the wavefunction, the atomic charges in e read: -1.514 1.628 -0.581 -1.214 -0.071 -0.457 -0.745 0.348 0.335 0.435 0.357 0.321 0.301 0.423 0.434